This record from the Open Molecules 2025 dataset describes a molecular structure, C17H23BeF9NOP. The level of theory is wB97M-V/def2-TZVPD.

XYZ file:
```
53
Properties=species:S:1:pos:R:3:forces:R:3:mulliken_charge:R:1
C 0.3797 3.3644 -2.7610 0.347 -0.226 0.253 -0.892
C -0.9003 2.9009 -2.4358 0.180 -0.115 0.086 -0.949
C -1.0905 1.7470 -1.6556 0.285 1.506 -0.599 -0.381
C 0.0199 1.0678 -1.1726 0.009 -1.590 0.264 1.875
C 1.2994 1.5667 -1.4011 -0.326 1.099 -0.838 0.178
C 1.4918 2.7265 -2.1885 -0.027 -0.458 0.323 -0.743
C -2.5083 1.3714 -1.3126 -0.445 -0.306 -0.080 -0.870
C -2.7336 -0.0974 -0.9389 -0.679 0.223 0.958 -0.745
N -2.0766 -1.1530 -1.7191 0.811 0.046 0.037 0.403
Be -0.2311 -0.4558 -0.2858 -2.240 2.426 1.117 -0.691
C 2.4722 0.8445 -0.7679 -0.131 0.133 0.383 -0.895
P 2.2020 -0.9426 -0.7769 -0.725 0.507 -0.262 0.830
H -1.7844 3.4465 -2.7589 0.181 -0.052 -0.224 0.421
H 2.5096 3.1180 -2.2957 -0.407 -0.069 -0.265 0.414
H 0.5318 4.2022 -3.4605 -0.184 -0.361 0.615 0.369
H 2.6102 1.1108 0.2985 -0.225 -0.036 -0.349 0.455
H 3.4405 1.0338 -1.2644 -0.324 -0.179 0.005 0.572
H -2.7701 1.9347 -0.4006 -0.067 -0.124 -0.303 0.493
H -3.2316 1.6856 -2.0879 0.517 -0.046 0.140 0.352
H -2.3972 -0.1708 0.1195 -0.297 -0.238 -0.528 -0.014
C 2.9656 -1.6080 0.6803 -0.108 -0.879 0.046 -0.840
C 2.6544 -1.6264 -2.3680 0.338 -0.461 0.026 -1.219
H -3.8189 -0.3256 -0.9092 0.391 0.412 -0.051 0.488
C -1.4470 -0.8821 -3.0096 0.226 -0.132 -0.383 -1.045
C -2.8119 -2.4213 -1.7329 0.227 -0.394 0.359 -1.077
H -0.8642 -0.9505 1.8329 1.111 0.443 -0.539 0.331
H -1.7907 -1.6284 -3.7351 -0.019 0.293 -0.022 0.446
H -1.6230 0.1223 -3.4165 0.016 -0.334 0.232 0.334
H -0.3585 -1.0339 -2.9179 -0.202 0.281 -0.309 0.118
H -3.0229 -2.7668 -2.7577 0.022 0.232 0.306 0.340
H -2.2045 -3.1946 -1.2469 -0.318 -0.064 -0.029 0.294
H -3.7677 -2.3385 -1.2019 0.272 -0.005 -0.020 0.338
H 3.7298 -1.5296 -2.5292 -0.065 -0.022 -0.045 0.414
H 2.3789 -2.6866 -2.3598 0.120 0.128 -0.136 0.399
H 2.1118 -1.1197 -3.1745 0.049 0.036 0.309 0.368
H 4.0585 -1.5833 0.5804 -0.241 0.024 -0.042 0.424
H 2.6504 -1.0370 1.5652 -0.116 -0.048 -0.231 0.117
H 2.6190 -2.6453 0.7797 0.250 0.174 0.217 0.432
H 0.7785 -1.3710 -0.8284 2.368 -0.507 -0.122 0.056
F 1.2595 -1.8613 4.0124 0.773 0.055 0.557 -0.284
C 1.3327 -0.5614 4.4332 -2.820 1.750 -0.497 0.723
F 1.6560 -0.5629 5.7626 0.762 -0.673 -0.376 -0.295
F 2.3755 0.0188 3.7712 0.449 -0.631 0.401 -0.288
C 0.0425 0.1604 4.1642 -0.081 0.096 -0.616 -0.682
O -0.2564 -0.5766 1.1538 -0.606 -1.265 -0.118 -0.007
C -1.2167 -0.6017 4.4175 2.137 2.045 -0.330 0.779
F -1.3086 -1.0222 5.7109 -0.603 -0.690 -0.366 -0.305
F -2.3383 0.1120 4.1428 0.115 -0.742 0.275 -0.291
F -1.2753 -1.7400 3.6178 -0.767 -0.214 0.477 -0.295
C 0.0558 1.6212 3.8026 -0.338 -2.851 0.545 0.874
F 0.2438 2.4310 4.9056 -0.032 0.477 -0.926 -0.317
F 1.0652 1.9022 2.9221 -0.322 0.806 0.301 -0.239
F -1.1070 2.0058 3.1980 0.761 0.519 0.376 -0.273
```
Positions in Å, forces in eV/Å.

gap between HOMO and LUMO: 0.1873 Eh
spin multiplicity: 1
LUMO energy: -0.97 eV